DFT (ωB97M-V/def2-TZVPD) results for a molecular structure, C24H25AuN2O7S2.

```
61
Properties=species:S:1:pos:R:3
Au 9.595 13.389 12.040
C 15.051 14.273 6.624
C 14.619 14.072 8.097
C 13.269 14.307 8.375
C 12.711 14.081 9.643
C 13.576 13.710 10.708
C 14.955 13.693 10.500
C 15.480 13.870 9.256
S 12.797 13.033 12.123
O 12.097 11.782 11.844
O 13.878 13.118 13.140
N 11.511 14.087 12.298
C 11.593 15.549 12.628
C 10.097 16.187 12.555
O 10.066 17.394 12.877
O 9.083 15.439 12.192
H 14.088 14.478 6.122
H 15.463 13.364 6.195
H 15.750 15.081 6.456
H 12.572 14.528 7.542
H 11.623 14.120 9.723
H 15.645 13.718 11.332
H 16.550 13.661 9.020
H 12.197 16.034 11.858
H 12.051 15.687 13.593
O 6.916 15.278 14.577
C 6.416 16.246 15.428
C 5.515 15.695 16.516
C 5.969 14.286 17.019
C 7.353 14.162 17.638
C 8.060 15.282 18.130
C 9.223 15.074 18.849
C 9.723 13.782 19.032
C 8.930 12.731 18.563
N 7.731 12.914 17.929
H 7.233 15.682 13.719
H 5.759 16.986 14.927
H 7.259 16.811 15.863
H 4.460 15.609 16.105
H 5.478 16.446 17.345
H 6.005 13.602 16.192
H 5.235 13.896 17.767
H 7.705 16.300 17.986
H 9.663 15.920 19.325
H 10.689 13.564 19.493
H 9.239 11.703 18.689
O 11.542 6.754 13.489
C 11.078 7.329 12.328
O 11.477 6.943 11.250
C 10.025 8.388 12.410
C 9.340 8.763 13.598
C 8.529 9.888 13.599
C 8.377 10.671 12.450
S 7.645 12.259 12.497
C 8.834 10.180 11.221
C 9.746 9.124 11.208
H 11.341 7.322 14.224
H 9.271 8.007 14.413
H 7.911 10.123 14.464
H 8.541 10.755 10.342
H 10.310 8.892 10.288
```

Results
- Relative energy (zero: lowest compared OMol25 entry of this formula, charge and spin): 86.0 kJ/mol
- Spin multiplicity: 3
- Frontier orbital gap (alpha / beta): 0.312 / 0.184 Eh
- Lowest unoccupied orbital energy (alpha / beta): -0.8 / -4.1 eV
- Expectation value of S²: 2.025
- Net charge: 0

---

DFT (ωB97M-V/def2-TZVPD) results for a molecular structure, C24H25BaO7P2Se2Te.

```
62
Properties=species:S:1:pos:R:3
Ba 0.459 0.276 -0.970
Se 3.733 0.618 -0.269
P 2.984 2.102 1.103
Se 1.274 3.224 0.420
C 2.543 1.317 2.694
C 2.341 -0.054 2.782
C 1.909 -0.622 3.974
C 1.700 0.176 5.086
C 1.910 1.549 5.005
C 2.321 2.119 3.812
C 4.335 3.225 1.599
C 4.202 4.604 1.535
C 5.244 5.423 1.956
C 6.415 4.865 2.443
C 6.552 3.482 2.504
C 5.517 2.666 2.081
H 2.510 -0.679 1.913
H 1.730 -1.689 4.014
H 1.364 -0.265 6.017
H 1.740 2.176 5.872
H 2.459 3.192 3.745
H 3.281 5.027 1.153
H 5.135 6.499 1.902
H 7.225 5.504 2.773
H 7.467 3.043 2.880
H 5.622 1.587 2.113
C -3.011 -2.475 -1.654
C -2.869 -3.434 -0.491
O -2.749 -2.775 0.779
P -1.474 -1.865 1.149
O -1.565 -0.496 0.550
Te 0.543 -3.055 0.703
O -1.736 -1.699 2.720
C -1.742 -2.834 3.588
C -1.674 -2.330 5.011
H -3.289 -3.040 -2.547
H -2.076 -1.958 -1.869
H -3.781 -1.729 -1.456
H -2.001 -4.085 -0.629
H -3.756 -4.060 -0.391
H -0.885 -3.472 3.354
H -2.656 -3.406 3.410
H -0.765 -1.748 5.162
H -1.674 -3.172 5.706
H -2.529 -1.692 5.236
O -0.204 -0.809 -3.328
C -0.953 0.166 -3.614
O -0.891 1.280 -3.029
C -2.011 -0.036 -4.669
C -2.873 1.003 -4.988
C -3.895 0.841 -5.927
C -4.003 -0.398 -6.507
O -4.888 -0.818 -7.475
C -4.744 -2.234 -7.483
O -3.462 -2.538 -6.959
C -3.142 -1.435 -6.191
C -2.131 -1.291 -5.279
H -2.736 1.945 -4.477
H -4.571 1.646 -6.184
H -4.816 -2.599 -8.505
H -5.516 -2.676 -6.839
H -1.449 -2.087 -5.015
```

Results
- Relative energy (zero: lowest compared OMol25 entry of this formula, charge and spin): 0.0 kJ/mol
- Frontier orbital gap: 0.275 Eh
- Lowest unoccupied orbital energy: 2.4 eV
- Net charge: -1

---

DFT (ωB97M-V/def2-TZVPD) results for a molecular structure, C24H25BeF3N5O5PS.

```
65
Properties=species:S:1:pos:R:3
Be 0.812 -1.061 0.673
C 2.700 0.259 5.156
N 1.632 -0.068 4.237
C 0.278 0.071 4.738
C 1.811 -0.211 2.907
N 0.886 -0.046 2.029
N 3.071 -0.530 2.452
C 3.376 -0.680 1.114
N 4.673 -0.466 0.788
N 2.489 -1.069 0.273
H 2.291 0.272 6.163
H 3.117 1.250 4.950
H 3.502 -0.480 5.140
H 0.250 -0.308 5.756
H -0.415 -0.525 4.143
H -0.056 1.112 4.740
H 0.004 0.278 2.397
H 3.831 -0.593 3.112
H 5.222 0.070 1.442
H 4.800 -0.161 -0.173
H 2.819 -1.049 -0.684
O -1.396 -1.248 2.162
S -1.079 -2.508 1.510
O -1.339 -3.676 2.305
O 0.336 -2.503 1.016
C -2.123 -2.517 0.063
C -3.100 -3.488 -0.037
C -4.058 -3.399 -1.032
C -4.053 -2.309 -1.891
C -3.058 -1.353 -1.791
C -2.064 -1.448 -0.816
P -0.660 -0.243 -0.749
C -1.655 1.282 -0.684
C -2.843 1.280 0.044
C -3.669 2.389 0.033
C -3.316 3.514 -0.693
C -2.116 3.537 -1.382
C -1.286 2.430 -1.377
C -0.210 -0.415 -2.509
C -0.774 0.294 -3.563
C -0.316 0.092 -4.854
C 0.711 -0.799 -5.105
C 1.269 -1.518 -4.060
C 0.797 -1.335 -2.774
H -3.091 -4.295 0.681
H -4.818 -4.160 -1.121
H -4.823 -2.213 -2.645
H -3.055 -0.507 -2.462
H -3.107 0.407 0.626
H -4.599 2.364 0.582
H -3.975 4.369 -0.725
H -1.822 4.418 -1.932
H -0.345 2.457 -1.902
H -1.553 1.021 -3.389
H -0.762 0.643 -5.670
H 1.084 -0.929 -6.109
H 2.071 -2.218 -4.246
H 1.216 -1.890 -1.945
F 2.406 3.968 -1.719
C 2.311 3.228 -0.599
F 3.301 3.637 0.222
F 1.161 3.586 -0.001
C 2.415 1.668 -0.886
O 3.560 1.246 -0.996
O 1.334 1.074 -0.934
```

Results
- Frontier orbital gap: 0.328 Eh
- Lowest unoccupied orbital energy: 0.1 eV
- Net charge: 0

---

DFT (ωB97M-V/def2-TZVPD) results for a molecular structure, C24H25BiClN2OPSe.

```
56
Properties=species:S:1:pos:R:3
Bi -0.752 1.843 0.150
Cl -3.178 1.262 0.146
C 1.867 1.139 0.607
O 2.714 0.750 1.277
P -0.092 -0.674 -0.960
C 0.053 -0.387 -2.780
C 1.300 -1.843 -0.673
C -1.563 -1.768 -0.782
C 1.098 -3.140 -0.171
C 2.177 -4.018 -0.034
C 3.469 -3.608 -0.365
C 3.680 -2.309 -0.838
C 2.607 -1.432 -0.991
H 0.097 -3.475 0.107
H 2.003 -5.031 0.333
H 4.312 -4.295 -0.259
H 4.688 -1.974 -1.089
H 2.778 -0.426 -1.382
C -0.393 0.825 -3.334
C -0.209 1.099 -4.686
C 0.360 0.138 -5.530
C 0.766 -1.091 -5.001
C 0.623 -1.349 -3.632
H -0.879 1.572 -2.694
H -0.509 2.070 -5.090
H 0.485 0.350 -6.595
H 1.201 -1.852 -5.651
H 0.973 -2.303 -3.231
C -2.232 -2.304 -1.888
C -3.392 -3.061 -1.701
C -3.910 -3.260 -0.419
C -3.240 -2.730 0.690
C -2.057 -2.020 0.514
H -1.857 -2.116 -2.895
H -3.903 -3.483 -2.568
H -4.837 -3.821 -0.279
H -3.645 -2.865 1.695
H -1.533 -1.610 1.383
H -0.938 3.373 -1.375
H -1.691 3.057 -1.345
C 1.714 1.515 4.913
N 1.040 2.660 4.334
C 1.239 3.995 4.667
C 0.313 4.713 3.983
N -0.445 3.806 3.256
C -1.631 4.153 2.489
C 0.011 2.537 3.460
Se -0.610 0.888 2.797
H 2.457 1.883 5.626
H 2.199 0.922 4.128
H 0.994 0.875 5.438
H 1.996 4.292 5.373
H 0.091 5.765 3.958
H -2.109 5.009 2.981
H -1.360 4.442 1.462
H -2.338 3.314 2.470
```

Results
- Frontier orbital gap: 0.260 Eh
- Lowest unoccupied orbital energy: -7.3 eV
- Net charge: +2

---

DFT (ωB97M-V/def2-TZVPD) results for 3 unconnected molecules or ions with the total composition C24H25Br4FO6.

```
60
Properties=species:S:1:pos:R:3
O -6.164 -1.670 -3.817
C -5.020 -1.830 -3.725
F -4.468 -2.972 -4.071
C -4.043 -0.795 -3.315
C -2.639 -1.288 -3.036
C -1.675 -1.057 -4.007
C -0.355 -1.410 -3.805
C 0.067 -2.018 -2.625
C 1.551 -2.290 -2.498
O 2.327 -1.307 -3.200
C 2.344 -0.066 -2.587
O 2.958 -0.177 -1.331
C 2.446 0.690 -0.349
C 2.554 2.159 -0.676
O 3.885 2.470 -1.074
C -0.902 -2.323 -1.646
C -2.252 -1.954 -1.853
C -3.266 -2.297 -0.835
O -4.452 -2.245 -1.073
C -2.805 -2.709 0.494
C -3.723 -2.787 1.538
C -3.300 -3.218 2.787
C -1.975 -3.586 2.993
C -1.063 -3.522 1.951
C -1.479 -3.073 0.701
C -0.521 -3.048 -0.413
O 0.539 -3.617 -0.307
H -3.983 -0.043 -4.090
H -4.471 -0.324 -2.450
H -1.954 -0.572 -4.924
H 0.382 -1.193 -4.555
H 1.777 -3.227 -2.982
H 1.877 -2.333 -1.477
H 2.907 0.604 -3.230
H 1.333 0.331 -2.470
H 1.398 0.465 -0.136
H 2.993 0.498 0.565
H 1.849 2.425 -1.461
H 2.275 2.738 0.198
H 3.836 3.116 -1.780
H -4.751 -2.517 1.383
H -4.007 -3.272 3.595
H -1.682 -3.923 3.971
H -0.037 -3.813 2.094
Br 4.016 5.206 0.540
C 3.605 6.625 1.805
C 2.582 6.201 2.823
Br 0.791 6.133 2.072
H 3.274 7.478 1.223
H 4.547 6.862 2.295
H 2.534 6.926 3.631
H 2.782 5.214 3.229
Br 0.915 2.341 2.879
C 1.227 1.498 4.604
C 0.912 0.027 4.571
Br -1.005 -0.296 4.551
H 0.620 2.035 5.325
H 2.281 1.655 4.823
H 1.286 -0.462 5.467
H 1.319 -0.461 3.693
```

Results
- Frontier orbital gap: 0.311 Eh
- Lowest unoccupied orbital energy: -1.1 eV
- Net charge: 0
- SMILES: O=C(F)Cc1ccc(COCOCCO)c2c1C(=O)c1ccccc1C2=O.BrCCBr.BrCCBr

---

DFT (ωB97M-V/def2-TZVPD) results for a molecular structure, C24H25FN4O4PbS2Si.

```
62
Properties=species:S:1:pos:R:3
Pb -0.274 -0.296 0.931
C -1.115 0.259 -4.893
Si -0.022 1.058 -3.618
C 0.933 -0.218 -2.698
C 1.055 2.455 -4.214
N -1.138 1.864 -2.399
C -2.046 2.729 -2.608
C -2.426 3.310 -3.905
C -3.427 4.213 -3.996
C -4.127 4.610 -2.826
C -3.839 4.125 -1.555
C -2.822 3.218 -1.449
F -2.502 2.733 -0.283
H -0.485 -0.288 -5.598
H -1.725 0.949 -5.476
H -1.778 -0.471 -4.425
H 1.707 -0.622 -3.358
H 0.308 -1.066 -2.403
H 1.470 0.164 -1.830
H 1.601 2.141 -5.106
H 1.800 2.710 -3.459
H 0.500 3.359 -4.469
H -1.875 2.999 -4.781
H -3.709 4.643 -4.947
H -4.929 5.332 -2.929
H -4.389 4.449 -0.683
C -1.317 -3.361 2.885
C -0.513 -2.357 3.641
N -0.177 -1.173 3.179
C 0.598 -0.462 4.075
C 0.845 -1.123 5.232
S 0.099 -2.658 5.200
C 1.051 0.865 3.663
C 1.857 1.730 4.326
S 2.173 3.097 3.354
C 1.214 2.462 2.105
N 0.673 1.307 2.410
C 1.056 3.117 0.775
H -1.997 -2.863 2.195
H -1.912 -3.972 3.561
H -0.668 -4.032 2.317
H 1.411 -0.793 6.087
H 2.284 1.631 5.310
H 1.548 4.086 0.747
H -0.001 3.253 0.542
H 1.512 2.481 0.011
O 3.524 -0.638 -0.721
C 2.895 -1.144 0.177
O 1.788 -0.589 0.652
C 3.347 -2.406 0.843
C 2.502 -3.189 1.622
C 2.954 -4.362 2.205
C 4.273 -4.755 2.034
C 5.099 -3.958 1.263
C 4.666 -2.799 0.654
N 6.513 -4.368 1.081
O 6.876 -5.367 1.661
O 7.207 -3.665 0.380
H 1.475 -2.877 1.766
H 2.287 -4.977 2.795
H 4.666 -5.656 2.480
H 5.337 -2.214 0.042
```

Results
- Relative energy (zero: lowest compared OMol25 entry of this formula, charge and spin): 87.7 kJ/mol
- Frontier orbital gap: 0.178 Eh
- Lowest unoccupied orbital energy: -9.0 eV
- Net charge: +2

---

DFT (ωB97M-V/def2-TZVPD) results for a molecular structure, C24H25FN5O6RuS2.

```
64
Properties=species:S:1:pos:R:3
Ru 0.630 2.820 2.282
C 2.213 2.473 6.315
C 2.272 3.439 5.142
C 3.281 4.567 5.296
O 2.541 2.774 3.933
C 0.816 4.174 5.110
O 0.539 4.784 6.117
O 0.193 4.025 4.049
H 3.164 1.952 6.424
H 1.423 1.737 6.157
H 1.998 3.028 7.223
H 4.277 4.150 5.433
H 3.009 5.178 6.150
H 3.272 5.179 4.396
H 2.305 1.835 4.037
S 2.578 2.635 0.426
C 2.058 4.221 0.016
S 0.846 4.885 1.068
C 2.551 4.949 -1.051
C 3.511 4.463 -1.953
N 4.280 4.118 -2.735
C 2.110 6.255 -1.332
N 1.788 7.325 -1.599
C -1.210 -4.706 0.868
C -2.205 -3.548 0.876
N -1.560 -2.255 0.836
C -1.183 -1.679 2.018
C -0.805 -0.381 2.132
C -0.277 0.054 3.489
O -0.609 -0.563 4.489
O 0.592 0.989 3.469
C -0.820 0.476 0.978
O -0.742 1.744 0.999
C -0.966 -0.207 -0.285
C -0.768 0.497 -1.483
C -0.902 -0.141 -2.695
F -0.722 0.566 -3.841
C -1.201 -1.494 -2.770
C -1.412 -2.202 -1.575
C -1.320 -1.578 -0.338
N -1.315 -2.258 -3.966
C -2.633 -2.780 -4.279
C -2.421 -4.167 -4.934
N -0.987 -4.220 -5.303
C -0.622 -3.042 -6.126
C -0.631 -1.825 -5.168
H -1.743 -5.652 0.903
H -0.570 -4.640 1.744
H -0.579 -4.679 -0.018
H -2.801 -3.591 1.792
H -2.894 -3.621 0.030
H -1.218 -2.303 2.897
H -0.509 1.541 -1.436
H -1.624 -3.256 -1.656
H -3.186 -2.118 -4.958
H -3.213 -2.868 -3.362
H -3.041 -4.300 -5.820
H -2.630 -4.980 -4.237
H -0.718 -5.108 -5.730
H -0.499 -4.053 -4.400
H -1.354 -2.925 -6.926
H 0.361 -3.189 -6.571
H -1.105 -0.965 -5.658
H 0.385 -1.540 -4.891
```

Results
- Relative energy (zero: lowest compared OMol25 entry of this formula, charge and spin): 353.2 kJ/mol
- Spin multiplicity: 2
- Frontier orbital gap (alpha / beta): 0.169 / 0.167 Eh
- Lowest unoccupied orbital energy (alpha / beta): -2.2 / -2.2 eV
- Expectation value of S²: 0.852
- Net charge: 0

---

DFT (ωB97M-V/def2-TZVPD) results for a molecular structure, C24H25IN4NdO4.

```
59
Properties=species:S:1:pos:R:3
Nd -0.914 0.680 0.079
O -3.071 -7.086 -0.682
C -2.176 -6.168 -1.015
O -1.110 -6.438 -1.484
C -2.514 -4.708 -0.778
C -1.450 -3.864 -0.475
C -1.669 -2.510 -0.373
C -2.941 -1.961 -0.595
C -4.003 -2.811 -0.891
C -3.784 -4.177 -0.976
N -3.013 -0.554 -0.503
C -4.067 0.133 -0.751
C -4.052 1.588 -0.612
C -5.190 2.336 -0.859
C -5.142 3.717 -0.698
C -3.957 4.298 -0.284
C -2.857 3.484 -0.045
N -2.886 2.159 -0.220
H -3.849 -6.754 -0.221
H -0.469 -4.298 -0.337
H -0.831 -1.846 -0.115
H -4.999 -2.427 -1.063
H -4.613 -4.827 -1.225
H -5.004 -0.317 -1.069
H -6.102 1.843 -1.172
H -6.017 4.323 -0.889
H -3.875 5.366 -0.141
H -1.920 3.904 0.300
I 6.290 2.937 4.465
C 4.447 2.485 3.595
C 3.708 3.487 2.962
C 2.499 3.182 2.373
C 2.014 1.868 2.418
C 2.746 0.871 3.081
C 3.958 1.176 3.663
C 0.783 1.516 1.739
O 0.218 2.325 0.911
O 0.300 0.320 1.804
H 4.081 4.502 2.945
H 1.913 3.954 1.891
H 2.331 -0.127 3.152
H 4.512 0.415 4.195
N 4.301 -0.398 -1.716
C 3.713 -1.077 -0.515
C 2.193 -1.147 -0.656
N 1.589 0.198 -0.833
C 2.187 0.849 -2.025
C 3.706 0.964 -1.912
H 4.129 -0.964 -2.551
H 5.318 -0.333 -1.623
H 3.996 -0.496 0.365
H 4.140 -2.074 -0.419
H 1.786 -1.612 0.241
H 1.924 -1.766 -1.515
H 1.898 0.744 -0.025
H 1.778 1.852 -2.146
H 1.913 0.268 -2.908
H 3.981 1.575 -1.051
H 4.127 1.416 -2.809
```

Results
- Spin multiplicity: 4
- Frontier orbital gap (alpha / beta): 0.236 / 0.236 Eh
- Lowest unoccupied orbital energy (alpha / beta): -9.3 / -9.3 eV
- Expectation value of S²: 3.752
- Net charge: +3